Entry 1:
Formula: C30H50BF10INO13
Source: OMol25
Level of theory: ωB97M-V/def2-TZVPD

Element x y z (Å)
1 C 3.1734 -1.6827 1.1220
2 C 2.5723 -2.8798 0.2405
3 C 0.9576 -3.0253 0.3426
4 C 0.2983 -2.3510 -0.9647
5 C -0.8104 -1.2321 -0.6886
6 C -0.3327 0.0409 0.1431
7 C 0.5984 1.1677 -0.5247
8 C 1.6779 0.6456 -1.5892
9 C 1.0169 0.3354 -3.0284
10 N 1.3972 1.3308 -4.0920
11 O 0.1333 -0.1752 1.5129
12 B -1.0076 -0.3704 2.4498
13 O -1.4549 -1.7907 2.6734
14 C -0.8258 0.1561 4.0020
15 C -1.6483 -0.6983 5.0741
16 O -2.8380 -0.4086 5.3171
17 F -1.0888 -1.7861 5.8312
18 O -2.1746 0.1382 1.6630
19 C -1.6659 0.9259 0.5538
20 I -1.2777 2.8518 1.6144
21 C -2.7607 1.2379 -0.5721
22 C -2.7858 2.7512 -1.1106
23 C -3.5788 2.7039 -2.5318
24 F -2.6148 2.1729 -3.4727
25 F -4.6561 1.7732 -2.5233
26 C -4.1746 4.1210 -2.9802
27 F -5.2033 3.8314 -3.9487
28 F -4.8396 4.8265 -1.9375
29 C -3.1393 5.0885 -3.7343
30 F -3.8832 6.2782 -4.0508
31 F -2.7245 4.5804 -5.0041
32 C -1.8928 5.5747 -2.8535
33 F -0.7497 4.7442 -3.0516
34 F -1.5014 6.8468 -3.3845
35 F -2.1789 5.7998 -1.5005
36 H 4.2142 -1.4394 0.6727
37 H 2.5838 -0.7097 1.0840
38 H 3.4008 -2.0287 2.2004
39 H 2.9566 -2.8669 -0.8368
40 H 2.9868 -3.8578 0.7021
41 H 0.5310 -2.6844 1.3390
42 H 0.7628 -4.1654 0.2900
43 H -0.2414 -3.2055 -1.5308
44 H 1.1551 -2.0332 -1.6490
45 H -1.6466 -1.7345 -0.0698
46 H -1.2690 -0.9693 -1.7169
47 H 0.0273 2.0253 -1.0128
48 H 1.2026 1.6371 0.3411
49 H 2.2916 -0.2414 -1.1746
50 H 2.4081 1.5256 -1.7687
51 H 1.2935 -0.7231 -3.3603
52 H -0.1276 0.4115 -2.9161
53 H 0.5028 1.6027 -4.5451
54 H 1.9961 0.8829 -4.8067
55 H -0.7141 -2.3222 3.0333
56 H 0.2991 0.0458 4.2580
57 H -1.1029 1.2468 4.1784
58 H -2.7308 0.5569 -1.4838
59 H -3.7908 1.0589 -0.0790
60 H -1.7665 3.1935 -1.3538
61 H -3.4362 3.4106 -0.4374
62 C -5.2323 6.9718 0.9710
63 C -5.1877 5.6381 1.6937
64 O -4.3384 5.6976 2.8455
65 C -4.8440 6.3398 3.9085
66 O -5.9353 6.8554 3.9771
67 O -3.9158 6.3355 4.8791
68 C -4.2882 7.0834 6.0342
69 H -4.2232 7.3073 0.7223
70 H -5.8187 6.8914 0.0521
71 H -5.6818 7.7478 1.5941
72 H -4.7589 4.8832 1.0297
73 H -6.1874 5.2924 1.9717
74 H -5.2517 6.7543 6.4265
75 H -4.3136 8.1494 5.7949
76 H -3.5286 6.9182 6.7992
77 C -2.7481 -8.4678 -0.4191
78 C -2.6868 -7.0106 -0.8383
79 O -1.3701 -6.6484 -1.2725
80 C -1.0165 -7.0916 -2.4913
81 O -1.7047 -7.7485 -3.2367
82 O 0.2495 -6.7025 -2.7304
83 C 0.7834 -7.2042 -3.9536
84 H -1.9910 -8.6813 0.3382
85 H -3.7347 -8.7103 -0.0161
86 H -2.5524 -9.1337 -1.2621
87 H -2.9153 -6.3784 0.0233
88 H -3.4235 -6.7789 -1.6127
89 H 0.1414 -6.9534 -4.7994
90 H 0.9225 -8.2857 -3.8828
91 H 1.7577 -6.7392 -4.1091
92 C 9.3750 0.3555 0.7274
93 C 8.3226 -0.2760 1.6198
94 O 7.7699 -1.4540 1.0202
95 C 8.5529 -2.5429 1.0478
96 O 9.6580 -2.6135 1.5319
97 O 7.9065 -3.5379 0.4189
98 C 8.6778 -4.7295 0.2831
99 H 8.9679 0.5513 -0.2666
100 H 9.7312 1.2945 1.1589
101 H 10.2343 -0.3052 0.5956
102 H 7.4941 0.4245 1.7507
103 H 8.7152 -0.5006 2.6156
104 H 9.0552 -5.0703 1.2484
105 H 9.5015 -4.5618 -0.4151
106 H 8.0283 -5.5037 -0.1273

## Properties
energy above the lowest of the compared OMol25 structures with the same formula, charge and spin: 126.5 kcal/mol
HOMO energy: -5.82 eV
total charge: -1

---

Entry 2:
Formula: C4H10NO2
Source: OMol25
Level of theory: ωB97M-V/def2-TZVPD

Element x y z (Å)
1 C 2.1861 -0.5562 1.1312
2 C 1.1349 -0.8575 0.3746
3 C -0.2253 -0.5140 0.8891
4 C -0.9696 1.1814 -0.9772
5 N -0.9889 -0.1940 -0.3609
6 O 0.9530 -1.5789 -1.0141
7 O -1.5212 1.9456 0.1174
8 H 3.1787 -0.8640 0.7957
9 H 2.1380 0.0406 2.0234
10 H -0.4696 0.2911 1.5425
11 H -0.6905 -1.2641 1.3752
12 H 0.0473 1.3462 -1.2804
13 H -1.4944 1.2179 -1.8694
14 H -1.9158 -0.5711 -0.1851
15 H -0.6334 -0.7805 -1.1888
16 H 1.6440 -1.1460 -1.4987
17 H -2.3732 2.3037 0.1255

## Properties
<S²>: 2.007
energy above the lowest of the compared OMol25 structures with the same formula, charge and spin: 69.5 kcal/mol
spin multiplicity: 3
HOMO energy (alpha / beta): -9.87 / -15.91 eV
total charge: +1

---

Entry 3:
Formula: C16H47N2O10P4
Source: OMol25
Level of theory: ωB97M-V/def2-TZVPD

Element x y z (Å)
1 N 1.4597 -2.1594 0.7377
2 C 1.4069 -1.8245 -0.7159
3 C 1.3708 -0.3043 -0.9337
4 P -0.1854 0.5914 -0.1985
5 C 0.4248 2.2058 -1.0657
6 C -0.2452 3.5029 -0.5892
7 O -1.6488 3.4717 -0.8889
8 P -1.4931 0.1461 -1.9780
9 N -2.7897 -0.8333 -1.3409
10 O -0.7177 -0.8714 -3.1169
11 H 1.5902 -3.1657 0.7634
12 H 2.2544 -1.6981 1.1652
13 H 0.5561 -2.3610 -1.1578
14 H 2.3516 -2.2225 -1.1471
15 H 1.5653 -0.0163 -1.9795
16 H 2.2353 0.1007 -0.3656
17 H -1.3177 1.2763 0.4443
18 H -0.6368 -0.6331 0.4728
19 H 0.6227 0.9571 0.9818
20 H 0.2961 2.1142 -2.1595
21 H 1.5135 2.3206 -0.9132
22 H 0.1984 4.3311 -1.1732
23 H -0.0944 3.6240 0.4946
24 H -1.9769 4.3694 -0.9931
25 H -2.4866 -1.3419 -0.5076
26 H -3.6070 -0.2740 -1.1534
27 H -1.1864 -1.7182 -3.0915
28 O 0.8955 -5.7986 -6.5254
29 P 1.1544 -5.8818 -5.0469
30 O 0.2516 -7.1971 -4.6397
31 C 0.6446 -8.4724 -5.1318
32 C 1.9557 -8.9438 -4.5275
33 O 0.1730 -4.6552 -4.5732
34 C -0.0414 -3.5181 -5.4212
35 C -1.3994 -3.6088 -6.0875
36 O 1.9586 -5.8267 -3.6062
37 C 1.3459 -5.4975 -2.3523
38 C 0.4956 -6.5956 -1.7508
39 H 0.7121 -8.4439 -6.2234
40 H -0.1524 -9.1694 -4.8685
41 H 2.7820 -8.2912 -4.8240
42 H 2.1863 -9.9592 -4.8548
43 H 1.9107 -8.9283 -3.4390
44 H 0.7587 -3.4208 -6.1544
45 H 0.0011 -2.6285 -4.7905
46 H -1.5688 -4.5948 -6.5226
47 H -1.4985 -2.8591 -6.8739
48 H -2.1932 -3.4496 -5.3554
49 H 0.7960 -4.5616 -2.4077
50 H 2.1814 -5.3046 -1.6746
51 H -0.4563 -6.6977 -2.2708
52 H 0.2714 -6.3595 -0.7088
53 H 1.0054 -7.5593 -1.7885
54 O 0.8336 5.0553 3.4546
55 P -0.0289 5.9353 4.3114
56 O 0.3785 5.4092 5.8176
57 C 1.6990 5.6514 6.2889
58 C 1.9665 7.1282 6.5212
59 O -1.4566 5.1629 4.0691
60 C -1.7268 4.5099 2.8129
61 C -1.5760 3.0100 2.9451
62 O -0.8258 7.2808 4.8680
63 C -2.0425 7.2398 5.6118
64 C -1.8923 6.8207 7.0590
65 H 2.4254 5.2346 5.5855
66 H 1.8009 5.1076 7.2292
67 H 1.9255 7.6872 5.5818
68 H 2.9529 7.2748 6.9644
69 H 1.2170 7.5607 7.1839
70 H -1.0878 4.9065 2.0251
71 H -2.7555 4.7528 2.5365
72 H -0.6504 2.7356 3.4519
73 H -1.5891 2.5267 1.9656
74 H -2.3905 2.5982 3.5460
75 H -2.8007 6.6437 5.1088
76 H -2.4180 8.2671 5.5941
77 H -1.7154 5.7498 7.1505
78 H -2.8101 7.0454 7.6069
79 H -1.0633 7.3414 7.5391

## Properties
HOMO energy: -2.56 eV
total charge: -1

---

Entry 4:
Formula: C34H96N12O10
Source: OMol25
Level of theory: ωB97M-V/def2-TZVPD

Element x y z (Å)
1 C 0.4010 3.7158 -2.7485
2 O -0.4572 2.5481 -2.9233
3 C 0.1819 1.5930 -3.7571
4 C -0.7102 0.3246 -4.0535
5 C -0.0481 -0.8101 -4.8460
6 N -1.8210 0.7647 -4.8739
7 H 0.6277 4.3390 -3.6135
8 H 1.4094 3.5036 -2.3934
9 H -0.0784 4.3730 -2.0230
10 H 0.4240 2.0434 -4.7197
11 H 1.0911 1.2111 -3.2927
12 H -1.1024 -0.1002 -3.1295
13 H -0.1768 -0.6145 -5.9106
14 H -0.4244 -1.8057 -4.6111
15 H 0.9901 -0.9193 -4.5325
16 H -2.4846 1.3881 -4.4367
17 H -2.3845 -0.0092 -5.1959
18 C 1.4467 4.4246 3.9117
19 O 2.0400 5.2361 4.9576
20 C 2.3342 6.5080 4.4795
21 C 2.5474 7.5538 5.6356
22 C 2.7468 9.0205 5.0361
23 N 3.7034 7.3692 6.4879
24 H 1.1823 3.4118 4.2157
25 H 2.2309 4.1818 3.1947
26 H 0.5248 4.7460 3.4269
27 H 3.1192 6.4552 3.7251
28 H 1.5117 6.9159 3.8920
29 H 1.7152 7.4739 6.3350
30 H 2.8997 9.7374 5.8429
31 H 1.8645 9.2870 4.4541
32 H 3.6248 8.9212 4.3980
33 H 3.5007 7.8874 7.3308
34 H 3.5301 6.4295 6.8149
35 C 4.5504 0.9377 -0.8033
36 O 4.6969 -0.2247 -1.6064
37 C 5.3771 -1.1616 -0.8522
38 C 5.4534 -2.6139 -1.4566
39 C 4.1149 -3.1521 -1.9168
40 N 6.0765 -3.5945 -0.5593
41 H 5.4754 1.2869 -0.3446
42 H 3.8604 0.6803 0.0004
43 H 4.1252 1.7342 -1.4138
44 H 6.3867 -0.7576 -0.7763
45 H 4.8443 -1.1409 0.0985
46 H 6.0809 -2.5038 -2.3411
47 H 3.5409 -3.4362 -1.0348
48 H 4.1979 -4.0294 -2.5583
49 H 3.5867 -2.5407 -2.6485
50 H 6.8114 -3.1842 -0.0010
51 H 5.4018 -3.7827 0.1683
52 C 0.4843 5.5448 0.5539
53 O -0.8399 5.3001 0.0913
54 C -1.5173 4.5072 1.0559
55 C -2.9125 4.1645 0.4872
56 C -3.9308 3.5864 1.4663
57 N -2.7609 3.0493 -0.4628
58 H 1.1259 6.2362 0.0076
59 H 1.1474 4.6839 0.6393
60 H 0.3995 6.1422 1.4617
61 H -0.9243 3.6200 1.2776
62 H -1.5603 5.0128 2.0205
63 H -3.2872 5.0290 -0.0609
64 H -4.8638 3.3295 0.9647
65 H -4.1111 4.3084 2.2628
66 H -3.6942 2.6153 1.9011
67 H -2.4703 2.2622 0.0995
68 H -1.9162 3.1987 -0.9960
69 C -0.7200 -3.2602 3.0959
70 O 0.5893 -2.8865 2.7995
71 C 1.4604 -3.9392 2.3133
72 C 2.9940 -3.6108 2.3230
73 C 3.2359 -2.1752 1.7712
74 N 3.8279 -4.5401 1.5068
75 H -1.1538 -2.5566 3.8064
76 H -0.7201 -4.2638 3.5213
77 H -1.3187 -3.2650 2.1851
78 H 1.3729 -4.8942 2.8313
79 H 1.0497 -4.1506 1.3260
80 H 3.3456 -3.7392 3.3467
81 H 4.2897 -1.9239 1.8913
82 H 2.6611 -1.5268 2.4324
83 H 2.9724 -2.0213 0.7247
84 H 3.6939 -5.4414 1.9425
85 H 3.3616 -4.5501 0.6109
86 C -4.9797 -0.9863 2.2726
87 O -5.5750 -0.9216 0.9898
88 C -5.5582 0.3639 0.4140
89 C -6.3988 0.5033 -0.8661
90 C -5.9246 -0.3276 -2.0520
91 N -6.3369 1.8638 -1.2477
92 H -5.0692 -0.0102 2.7494
93 H -3.9448 -1.2424 2.0457
94 H -5.4553 -1.7313 2.9105
95 H -5.9221 1.1240 1.1054
96 H -4.5460 0.6594 0.1378
97 H -7.4371 0.3056 -0.5997
98 H -5.0815 0.1452 -2.5556
99 H -6.7291 -0.3980 -2.7842
100 H -5.6082 -1.3544 -1.8689
101 H -6.5827 1.9254 -2.2254
102 H -5.4021 2.2431 -1.2950
103 C -2.1284 -1.3326 -0.5928
104 O -1.3392 -0.9220 0.5431
105 C -0.7018 0.2909 0.2651
106 C 0.4219 0.5544 1.3641
107 C -0.2508 0.5338 2.7861
108 N 1.2609 1.7224 1.1621
109 H -2.4620 -2.3155 -0.2601
110 H -1.4237 -1.4589 -1.4147
111 H -2.9050 -0.6047 -0.8275
112 H -0.1649 0.1032 -0.6647
113 H -1.3827 1.1159 0.0559
114 H 0.9997 -0.3654 1.2736
115 H -1.2117 1.0481 2.7703
116 H 0.3142 0.9885 3.5998
117 H -0.4825 -0.4264 3.2471
118 H 1.8419 1.4613 0.3782
119 H 1.8167 1.9154 1.9830
120 C 0.3894 -3.8122 -2.1467
121 O -0.2873 -4.2766 -3.2949
122 C 0.4472 -4.6453 -4.4286
123 C -0.4111 -5.4523 -5.4212
124 C 0.5115 -5.8303 -6.6066
125 N -1.5745 -4.7662 -5.9311
126 H 1.2440 -4.4752 -2.0119
127 H -0.2252 -3.7213 -1.2511
128 H 0.8352 -2.8349 -2.3318
129 H 0.7148 -3.7135 -4.9269
130 H 1.3159 -5.2048 -4.0814
131 H -0.6472 -6.3618 -4.8687
132 H 1.2609 -6.5805 -6.3542
133 H 0.9013 -4.9409 -7.1017
134 H -0.0664 -6.1251 -7.4825
135 H -1.7138 -4.9027 -6.9221
136 H -1.2928 -3.7966 -5.9575
137 N 2.0311 -1.6143 5.2911
138 C 1.7829 -0.7140 6.2404
139 N 0.7118 0.0302 5.9707
140 O 2.4612 -0.6122 7.2496
141 H 2.8034 -2.2311 5.4993
142 H 1.3060 -1.9551 4.6761
143 H 0.5227 0.7773 6.6235
144 H 0.4082 0.0451 5.0075
145 N -3.9162 -5.7441 -4.4297
146 C -4.1203 -4.9025 -3.3629
147 N -3.0078 -4.4661 -2.8449
148 O -5.1009 -4.6899 -2.7300
149 H -2.9904 -5.6237 -4.8150
150 H -4.6447 -6.2615 -4.9007
151 H -2.1624 -4.6484 -3.3667
152 H -2.9883 -3.8871 -2.0176

## Properties
energy above the lowest of the compared OMol25 structures with the same formula, charge and spin: 99.5 kcal/mol
SMILES: COC[C@H](C)N.COC[C@H](C)N.COC[C@H](C)N.COC[C@H](C)N.COC[C@H](C)N.COC[C@H](C)N.COC[C@H](C)N.COC[C@H](C)N.NC(N)=O.NC(N)=O
HOMO energy: -8.98 eV

---

Entry 5:
Formula: C51H52FN2O11PS
Source: OMol25
Level of theory: ωB97M-V/def2-TZVPD

Element x y z (Å)
1 C 4.6108 -2.0785 2.6820
2 C 3.2912 -1.5562 3.2430
3 O 2.7613 -0.5975 2.3436
4 C 1.5591 0.0008 2.7696
5 C 0.3752 -0.9529 2.9244
6 C -0.0466 -1.7223 1.6796
7 C -0.0725 -0.7802 0.4649
8 C 1.1873 -0.6255 -0.3467
9 O 1.6851 0.4541 -0.4841
10 O 1.0511 -2.7011 1.4126
11 C 0.5597 -3.9268 1.1593
12 O 1.2166 -4.9125 1.2213
13 C -0.9404 -3.8092 0.8744
14 F -1.5140 -5.0234 1.2408
15 C -1.2824 -3.6176 -0.6060
16 C -0.1935 -3.9504 -1.6339
17 S -0.2049 -5.6837 -2.1789
18 C 1.2009 -6.2965 -1.3648
19 N 1.3572 -7.5103 -0.9499
20 N 2.6528 -7.5609 -0.4269
21 C 3.1381 -6.3858 -0.5621
22 O 2.2906 -5.5143 -1.1758
23 C -1.2843 -2.6729 1.8875
24 C -1.1772 -3.3538 3.2909
25 C -1.7423 -2.6624 4.5445
26 C -1.0263 -3.1998 5.7973
27 C -0.9998 -4.7082 5.8089
28 O -1.9622 -5.3769 5.5741
29 O 0.2000 -5.2397 6.1346
30 C 0.7426 -6.2373 5.2378
31 C 1.9855 -5.7002 4.5580
32 P -2.9875 -1.8286 1.8753
33 C -3.1146 -0.7387 0.4025
34 C -4.1583 -3.1688 1.4181
35 C -4.5930 -4.0327 2.6088
36 H 5.4754 -1.6070 3.1499
37 H 4.6786 -3.1633 2.7588
38 H 4.6469 -1.8264 1.6183
39 H 2.5955 -2.3947 3.3702
40 H 3.4418 -1.0909 4.2274
41 H 1.3513 0.7997 2.0562
42 H 1.7130 0.4786 3.7499
43 H -0.4783 -0.3337 3.2287
44 H 0.5743 -1.6339 3.7503
45 H -0.8610 -1.0598 -0.2236
46 H -0.2946 0.2389 0.7929
47 H 1.5821 -1.5018 -0.8853
48 H -1.6708 -2.6229 -0.8009
49 H -2.1173 -4.2991 -0.7871
50 H 0.8165 -3.7067 -1.3029
51 H -0.3721 -3.3647 -2.5382
52 H 4.1065 -6.0273 -0.2515
53 H -1.6688 -4.3203 3.2226
54 H -0.1178 -3.5609 3.4873
55 H -2.8039 -2.8827 4.6572
56 H -1.5820 -1.5869 4.5239
57 H -0.0182 -2.7915 5.8890
58 H -1.5895 -2.8792 6.6806
59 H 0.9729 -7.1208 5.8354
60 H -0.0138 -6.5154 4.4999
61 H 1.7349 -4.9442 3.8113
62 H 2.6976 -5.2964 5.2789
63 H 2.4636 -6.5215 4.0160
64 H -2.3556 0.0326 0.3760
65 H -3.1515 -1.2477 -0.5642
66 H -4.0675 -0.2121 0.5122
67 H -3.7613 -3.8210 0.6383
68 H -5.0186 -2.6524 0.9783
69 H -4.7627 -3.4416 3.5092
70 H -3.8606 -4.8170 2.8057
71 H -5.5273 -4.5453 2.3626
72 O 3.1009 3.5976 -5.6926
73 C 3.1205 4.2996 -4.7043
74 C 2.7326 5.7388 -4.7751
75 C 2.3240 6.2664 -5.9937
76 C 1.9302 7.5912 -6.0759
77 C 1.9416 8.3953 -4.9412
78 C 2.3584 7.8777 -3.7267
79 C 2.7589 6.5499 -3.6394
80 C 3.2167 6.0182 -2.3228
81 O 3.2752 6.7353 -1.3453
82 C 3.5832 4.5763 -2.2480
83 C 3.9735 4.0435 -1.0246
84 C 4.2781 2.6974 -0.9224
85 C 4.2001 1.8779 -2.0427
86 C 3.8281 2.4046 -3.2670
87 C 3.5208 3.7556 -3.3759
88 H 2.3164 5.6277 -6.8661
89 H 1.6100 7.9998 -7.0253
90 H 1.6255 9.4280 -5.0067
91 H 2.3784 8.4920 -2.8370
92 H 4.0211 4.6921 -0.1604
93 H 4.5609 2.2777 0.0340
94 H 4.4134 0.8216 -1.9523
95 H 3.7559 1.7771 -4.1446
96 O -3.5423 1.9041 -1.4249
97 C -3.3101 2.9789 -1.9407
98 C -4.3656 3.7464 -2.6574
99 C -5.6570 3.2356 -2.7063
100 C -6.6585 3.9496 -3.3414
101 C -6.3750 5.1776 -3.9291
102 C -5.0877 5.6864 -3.8928
103 C -4.0776 4.9725 -3.2607
104 C -2.6939 5.5339 -3.2515
105 O -2.4363 6.5721 -3.8208
106 C -1.6407 4.7689 -2.5235
107 C -0.3451 5.2715 -2.4835
108 C 0.6464 4.5796 -1.8071
109 C 0.3481 3.3825 -1.1642
110 C -0.9405 2.8776 -1.2037
111 C -1.9394 3.5642 -1.8850
112 H -5.8633 2.2816 -2.2411
113 H -7.6642 3.5520 -3.3772
114 H -7.1614 5.7376 -4.4178
115 H -4.8513 6.6369 -4.3506
116 H -0.1272 6.2021 -2.9894
117 H 1.6559 4.9708 -1.7805
118 H 1.1244 2.8419 -0.6378
119 H -1.1848 1.9443 -0.7151

## Properties
SMILES: CCOCC[C@@]1(CC=O)OC(=O)[C@](F)(CCSc2nnco2)[C@]1(CCCC(=O)OCC)P(C)CC.O=C1c2ccccc2C(=O)c2ccccc21.O=C1c2ccccc2C(=O)c2ccccc21
HOMO energy: -8.84 eV

---

no.,strongest force on any atom (eV/Å),energy (Eh)
1,4.99,-3527.26937
2,11.55,-363.13108
3,7.62,-2865.09597
4,4.46,-2762.26860
5,1.16,-3751.15914